{"formula": "C29H75CaN4O13", "method": "wB97M-V/def2-TZVPD", "species": ["Ca", "C", "C", "O", "O", "H", "H", "H", "C", "O", "H", "H", "H", "H", "C", "O", "H", "H", "H", "H", "C", "O", "H", "H", "H", "H", "C", "O", "C", "C", "N", "C", "C", "O", "C", "H", "H", "H", "H", "H", "H", "H", "H", "H", "H", "H", "H", "H", "H", "H", "C", "O", "C", "C", "N", "C", "C", "O", "C", "H", "H", "H", "H", "H", "H", "H", "H", "H", "H", "H", "H", "H", "H", "H", "C", "O", "C", "C", "N", "C", "C", "O", "C", "H", "H", "H", "H", "H", "H", "H", "H", "H", "H", "H", "H", "H", "H", "H", "C", "O", "C", "C", "N", "C", "C", "O", "C", "H", "H", "H", "H", "H", "H", "H", "H", "H", "H", "H", "H", "H", "H", "H"], "coordinates": [[27.296, 17.144, -38.331], [23.254, 16.220, -37.406], [24.647, 16.356, -37.914], [25.550, 15.615, -37.419], [24.953, 17.146, -38.856], [23.236, 15.899, -36.367], [22.634, 15.526, -37.977], [22.728, 17.178, -37.478], [21.743, 17.822, -41.046], [22.583, 18.547, -40.172], [21.360, 18.486, -41.820], [22.290, 17.034, -41.577], [20.899, 17.354, -40.531], [23.199, 17.956, -39.720], [22.061, 13.802, -40.154], [21.580, 12.869, -41.102], [21.640, 13.633, -39.161], [23.143, 13.628, -40.101], [21.982, 14.843, -40.487], [20.610, 12.882, -41.061], [23.708, 13.203, -35.221], [25.024, 13.352, -35.729], [23.580, 12.179, -34.878], [23.502, 13.951, -34.453], [22.965, 13.336, -36.017], [25.033, 13.880, -36.538], [17.533, 16.500, -36.085], [18.409, 15.412, -36.219], [19.647, 15.694, -36.816], [19.534, 15.796, -38.339], [18.838, 14.664, -38.921], [18.557, 14.854, -40.332], [17.783, 13.693, -40.917], [18.717, 12.720, -41.374], [18.111, 11.543, -41.903], [17.063, 16.787, -37.035], [18.015, 17.385, -35.657], [16.719, 16.174, -35.438], [20.365, 14.929, -36.524], [19.989, 16.697, -36.521], [20.525, 15.888, -38.789], [18.937, 16.700, -38.552], [17.988, 14.451, -38.415], [19.528, 14.967, -40.820], [17.976, 15.771, -40.540], [17.095, 13.991, -41.717], [17.145, 13.194, -40.170], [17.878, 10.863, -41.083], [18.913, 11.091, -42.492], [17.290, 11.739, -42.593], [27.026, 14.224, -39.941], [27.960, 14.981, -39.147], [28.733, 14.097, -38.356], [29.735, 14.861, -37.495], [29.286, 16.138, -36.917], [28.402, 15.991, -35.744], [27.810, 17.264, -35.179], [27.020, 17.916, -36.198], [26.098, 18.800, -35.580], [26.347, 13.708, -39.263], [27.559, 13.595, -40.651], [26.434, 14.947, -40.502], [29.336, 13.399, -38.948], [28.073, 13.470, -37.746], [30.644, 15.035, -38.072], [30.024, 14.202, -36.664], [30.105, 16.618, -36.565], [28.961, 15.497, -34.935], [27.565, 15.311, -35.927], [28.525, 18.010, -34.811], [27.202, 16.985, -34.316], [25.467, 18.325, -34.822], [25.449, 19.205, -36.355], [26.577, 19.619, -35.029], [21.342, 17.972, -31.640], [22.126, 18.741, -32.522], [21.558, 18.882, -33.833], [22.292, 20.000, -34.542], [21.812, 20.100, -35.908], [22.285, 21.281, -36.613], [22.047, 21.153, -38.120], [20.752, 21.592, -38.483], [20.663, 21.843, -39.862], [22.025, 17.323, -31.085], [20.647, 17.276, -32.125], [20.769, 18.595, -30.951], [20.483, 19.075, -33.836], [21.778, 17.901, -34.283], [23.361, 19.737, -34.529], [22.093, 20.910, -33.978], [22.089, 19.281, -36.435], [23.380, 21.412, -36.521], [21.799, 22.169, -36.207], [22.083, 20.078, -38.335], [22.819, 21.736, -38.631], [20.838, 20.939, -40.458], [21.360, 22.625, -40.185], [19.658, 22.189, -40.104], [26.241, 20.238, -39.744], [26.829, 19.569, -38.630], [27.884, 20.294, -38.020], [29.163, 19.916, -38.786], [29.337, 18.436, -38.645], [29.744, 17.761, -39.935], [28.741, 17.932, -41.021], [27.465, 17.402, -40.684], [26.579, 17.439, -41.787], [26.945, 20.521, -40.537], [25.810, 21.174, -39.382], [25.528, 19.540, -40.172], [28.062, 19.893, -37.021], [27.636, 21.351, -37.913], [30.073, 20.336, -38.348], [29.132, 20.279, -39.810], [30.116, 18.260, -38.030], [30.167, 16.770, -39.770], [30.664, 18.275, -40.260], [29.163, 17.560, -41.964], [28.670, 18.999, -41.266], [26.894, 16.725, -42.550], [26.515, 18.421, -42.274], [25.561, 17.276, -41.435]], "mulliken_charge": [1.55, 0.20, 0.05, 0.09, -0.50, 0.41, -0.51, -0.43, -0.70, -0.26, 0.40, 0.29, 0.16, -0.06, -0.13, -0.60, 0.19, 0.20, 0.03, 0.46, -0.45, -0.52, 0.33, 0.23, 0.08, 0.18, -0.58, -0.50, -0.03, 0.39, -0.24, -0.34, -0.86, -0.37, -0.90, 0.25, 0.23, 0.29, 0.11, 0.19, -0.66, 0.32, 0.30, 0.17, 0.41, 0.41, 0.34, 0.32, 0.28, 0.32, -0.89, 0.09, -0.67, -1.26, -0.10, -1.28, -0.78, 0.75, -1.73, 0.34, 0.41, 0.04, 0.45, 0.48, 0.50, 0.41, 0.39, 0.58, 0.34, 0.40, 0.48, 0.45, 0.32, 0.54, -0.75, -0.39, -0.21, -0.34, -0.15, -0.64, 0.37, -0.43, -0.58, 0.27, 0.31, 0.26, 0.35, 0.18, -0.10, 0.41, 0.05, 0.24, 0.39, -0.34, 0.41, 0.09, 0.32, 0.30, -0.82, 0.41, -0.45, -1.29, -0.20, -0.88, -0.78, 0.42, -1.24, 0.32, 0.29, 0.07, -0.05, 0.60, 0.48, 0.34, 0.29, 0.22, 0.53, 0.55, 0.38, 0.32, 0.38, 0.25], "gap_ev": 7.913, "e_lumo_ev": -2.4259, "total_charge": 1}


{"formula": "C15H17N3O4", "method": "wB97M-V/def2-TZVPD", "species": ["C", "O", "C", "C", "C", "C", "C", "C", "C", "C", "C", "C", "C", "O", "O", "N", "N", "C", "N", "O", "C", "C", "H", "H", "H", "H", "H", "H", "H", "H", "H", "H", "H", "H", "H", "H", "H", "H", "H"], "coordinates": [[-6.549, -0.662, 0.972], [-5.687, -0.808, -0.130], [-4.446, -0.252, -0.064], [-3.650, -0.406, -1.200], [-2.373, 0.110, -1.236], [-1.842, 0.789, -0.137], [-0.494, 1.342, -0.145], [-0.060, 2.598, 0.206], [1.329, 2.646, -0.001], [1.729, 1.421, -0.473], [3.095, 0.903, -0.759], [3.918, 0.786, 0.544], [4.931, -0.336, 0.406], [6.082, -0.167, 0.111], [4.433, -1.560, 0.600], [0.609, 0.639, -0.569], [0.607, -0.697, -0.923], [1.053, -1.662, -0.048], [0.735, -2.929, -0.409], [1.728, -1.406, 0.930], [-2.652, 0.955, 0.983], [-3.936, 0.446, 1.026], [-6.136, -1.131, 1.871], [-6.764, 0.392, 1.177], [-7.471, -1.169, 0.693], [-4.065, -0.926, -2.049], [-1.803, 0.027, -2.152], [-0.683, 3.400, 0.550], [1.969, 3.487, 0.174], [3.014, -0.076, -1.237], [3.614, 1.568, -1.452], [3.247, 0.564, 1.375], [4.438, 1.722, 0.743], [3.483, -1.533, 0.855], [-0.093, -0.952, -1.607], [0.248, -3.150, -1.258], [1.147, -3.680, 0.116], [-2.260, 1.487, 1.836], [-4.528, 0.596, 1.915]], "mulliken_charge": [-0.84, -0.45, 0.91, -0.68, -0.46, 0.34, -0.16, -0.73, -0.78, 0.29, -0.82, -0.64, 0.30, -0.59, -0.52, 0.50, -0.62, 0.61, -0.40, -0.78, -0.92, -0.39, 0.34, 0.34, 0.24, 0.44, 0.65, 0.55, 0.50, 0.37, 0.51, 0.45, 0.42, 0.49, 0.26, 0.16, 0.26, 0.46, 0.39], "de_lowest_kcal_mol": 41.2, "gap_ev": 8.087, "e_lumo_ev": 0.2840, "smiles": "COc1ccc(-c2ccc(CCC(=O)O)n2NC(N)=O)cc1"}


{"formula": "C8H9ClOS", "method": "wB97M-V/def2-TZVPD", "species": ["C", "C", "C", "C", "C", "C", "C", "C", "O", "S", "Cl", "H", "H", "H", "H", "H", "H", "H", "H", "H"], "coordinates": [[2.103, -1.277, 0.254], [1.570, -0.460, 1.200], [2.119, -0.789, -1.045], [0.859, 0.700, 0.836], [1.489, 0.325, -1.448], [0.944, 1.220, -0.508], [-2.258, -0.404, 1.323], [-2.053, 0.390, -1.234], [0.308, 2.228, -0.802], [-1.198, -0.529, -0.120], [-3.571, 1.126, -0.961], [2.708, -2.093, 0.630], [1.428, -0.873, 2.196], [2.696, -1.365, -1.770], [0.652, 1.468, 1.601], [1.373, 0.621, -2.559], [-3.227, -0.244, 0.779], [-2.167, 0.623, 1.717], [-2.101, -1.219, 2.104], [-1.674, 0.552, -2.195]], "mulliken_charge": [-0.49, -0.39, -0.12, -0.36, -0.32, 0.09, -0.96, -0.23, -0.64, 0.31, -0.16, 0.44, 0.35, 0.34, 0.38, 0.28, 0.39, 0.34, 0.32, 0.42], "de_lowest_kcal_mol": 71.2, "gap_ev": [7.009, 5.966], "e_lumo_ev": [-0.5752, -1.2712]}


{"formula": "C6H13CoO3", "method": "wB97M-V/def2-TZVPD", "species": ["C", "O", "C", "C", "O", "Co", "H", "H", "H", "H", "H", "H", "C", "C", "O", "C", "H", "H", "H", "H", "H", "H", "H"], "coordinates": [[-0.507, -2.506, -2.228], [-0.404, -1.232, -2.621], [-1.239, -0.250, -1.996], [-0.451, 0.509, -0.955], [0.037, -0.373, 0.072], [0.745, -2.042, -0.310], [-1.462, -2.826, -1.791], [0.070, -3.193, -2.855], [-2.125, -0.731, -1.559], [-1.552, 0.446, -2.781], [-1.121, 1.252, -0.511], [0.417, 1.010, -1.401], [-0.135, 0.001, 1.442], [0.199, 1.078, 2.400], [0.292, 2.094, 1.294], [-0.241, 3.342, 1.658], [0.064, -0.892, 2.056], [-1.273, 0.351, 1.545], [1.116, 0.731, 2.913], [-0.052, 4.037, 0.833], [-1.327, 3.256, 1.831], [0.243, 3.733, 2.569], [-0.550, 1.400, 3.140]], "mulliken_charge": [-0.34, -0.24, -0.96, 0.15, -0.29, 0.89, 0.37, 0.49, 0.44, 0.41, 0.35, 0.39, -0.21, -0.42, -0.03, -0.58, 0.34, 0.36, 0.36, 0.30, 0.42, 0.39, 0.42], "de_lowest_kcal_mol": 0.0, "multiplicity": 6, "gap_ev": [7.903, 7.351], "e_lumo_ev": [-13.2506, -16.3288], "total_charge": 3}


{"formula": "C29H41F9IN5O6P2Si", "method": "wB97M-V/def2-TZVPD", "species": ["C", "C", "O", "O", "C", "O", "C", "N", "C", "N", "C", "F", "F", "C", "C", "Si", "C", "C", "C", "C", "C", "C", "C", "C", "C", "F", "F", "C", "F", "F", "C", "F", "F", "F", "N", "C", "P", "O", "I", "N", "P", "O", "H", "H", "H", "H", "H", "H", "H", "H", "H", "H", "H", "H", "H", "H", "H", "H", "H", "H", "H", "H", "H", "H", "H", "C", "C", "C", "C", "C", "C", "N", "O", "C", "C", "C", "H", "H", "H", "H", "H", "H", "H", "H", "H", "H", "H", "H", "H", "H", "H", "H", "H", "H"], "coordinates": [[-3.971, 8.017, -3.014], [-5.232, 7.032, -3.305], [-6.229, 7.211, -2.552], [-5.211, 6.072, -4.373], [-4.868, 4.754, -3.884], [-5.445, 3.801, -4.453], [-3.769, 4.547, -2.693], [-3.059, 3.294, -2.890], [-3.088, 2.029, -2.215], [-3.873, 1.577, -1.184], [-3.394, 0.216, -0.716], [-3.887, -0.180, 0.557], [-1.980, 0.240, -0.385], [-3.772, -0.973, -1.724], [-3.364, -2.443, -1.181], [-1.864, -3.242, -2.063], [-2.190, -5.163, -2.029], [-1.664, -2.782, -3.909], [-0.189, -3.011, -1.130], [-0.010, -2.249, 0.208], [1.412, -2.145, 0.837], [2.688, -2.806, 0.213], [2.491, -3.604, -1.103], [1.078, -3.685, -1.776], [-4.980, 2.354, -0.659], [-5.787, 2.751, -1.800], [-4.627, 3.403, 0.212], [-6.161, 1.562, 0.145], [-6.468, 0.299, -0.425], [-5.887, 1.494, 1.553], [-7.585, 2.369, 0.093], [-8.285, 1.911, 1.263], [-7.458, 3.757, 0.259], [-8.403, 1.971, -0.987], [-2.021, 1.343, -2.937], [-1.413, 2.079, -4.009], [-0.011, 1.504, -5.160], [0.318, -0.166, -4.856], [-0.905, 1.572, -7.441], [-2.142, 3.338, -3.901], [-1.639, 4.548, -5.071], [-0.126, 4.779, -5.158], [-3.100, 7.716, -3.706], [-4.250, 9.119, -3.076], [-3.623, 7.744, -1.946], [-4.354, 4.714, -1.734], [-3.082, 5.476, -2.781], [-3.317, -0.871, -2.765], [-4.918, -1.010, -1.889], [-3.169, -2.496, -0.058], [-4.266, -3.144, -1.377], [-1.997, -5.626, -3.065], [-3.239, -5.394, -1.638], [-1.454, -5.655, -1.285], [-0.711, -3.217, -4.396], [-2.598, -3.033, -4.539], [-1.546, -1.632, -3.959], [-0.892, -1.769, 0.739], [1.509, -1.543, 1.817], [3.717, -2.721, 0.694], [3.372, -4.143, -1.599], [0.972, -4.278, -2.759], [-0.230, -0.718, -5.475], [-2.178, 4.128, -6.353], [-2.279, 5.816, -4.796], [6.332, -3.450, 6.248], [5.559, -3.118, 4.948], [6.516, -3.270, 3.749], [7.559, -2.159, 3.691], [6.895, -0.788, 3.701], [5.865, -0.585, 4.835], [4.949, -1.753, 5.020], [3.996, -1.681, 4.048], [6.582, -0.288, 6.173], [5.106, 0.739, 4.541], [4.479, -4.232, 4.885], [6.550, -4.521, 6.308], [7.302, -2.964, 6.323], [5.747, -3.189, 7.136], [5.947, -3.272, 2.810], [7.026, -4.239, 3.794], [8.266, -2.244, 4.521], [8.152, -2.267, 2.776], [7.672, -0.017, 3.761], [6.404, -0.644, 2.731], [5.863, -0.222, 6.996], [7.109, 0.669, 6.130], [7.339, -1.022, 6.443], [4.643, 0.745, 3.551], [5.791, 1.592, 4.562], [4.326, 0.925, 5.286], [3.790, -4.155, 5.732], [4.940, -5.223, 4.925], [3.893, -4.205, 3.963]], "mulliken_charge": [-0.73, 0.59, -0.46, -0.28, 0.53, -0.47, -0.98, 0.87, 0.30, 0.21, 0.36, -0.33, -0.32, -0.44, -0.62, 0.21, -1.11, -0.45, 0.73, -0.15, -0.53, -0.32, -0.57, -0.40, 0.58, -0.35, -0.29, 0.54, -0.24, -0.28, 0.65, -0.25, -0.20, -0.21, -0.28, 0.11, 0.11, -0.39, 0.10, -0.25, 0.36, -0.56, 0.22, 0.34, 0.26, 0.36, 0.60, 0.28, 0.31, 0.35, 0.42, 0.28, 0.32, 0.33, 0.38, 0.32, -0.34, 0.19, 0.33, 0.32, 0.29, 0.15, 0.32, 0.15, 0.02, -1.76, 1.69, -1.03, -0.48, -1.24, 1.69, 0.25, -0.46, -1.68, -1.77, -1.75, 0.45, 0.30, 0.37, 0.13, 0.38, 0.32, 0.39, 0.37, 0.35, 0.38, 0.45, 0.28, 0.33, 0.42, 0.45, 0.44, 0.42, 0.31], "multiplicity": 2, "gap_ev": [5.120, 5.268], "e_lumo_ev": [-5.0538, -5.0539], "total_charge": 1}


{"formula": "C7H9ClF6NP2S", "method": "wB97M-V/def2-TZVPD", "species": ["C", "C", "C", "P", "N", "C", "S", "C", "Cl", "C", "C", "H", "H", "H", "H", "H", "H", "H", "H", "H", "F", "P", "F", "F", "F", "F", "F"], "coordinates": [[5.560, -0.835, 1.608], [4.377, -1.177, 0.903], [2.911, -1.597, 0.219], [1.592, -0.582, 1.195], [1.248, 0.857, 0.197], [2.130, 1.875, 0.524], [2.865, 3.282, 1.215], [-0.081, -1.564, 1.247], [-0.239, -2.260, 2.977], [-1.248, -0.444, 0.887], [-2.778, -0.946, 1.197], [6.275, -0.507, 2.498], [2.901, -1.235, -0.908], [2.691, -2.753, 0.336], [-0.072, -2.465, 0.483], [-1.196, -0.143, -0.258], [-1.009, 0.495, 1.559], [-3.352, -0.003, 1.647], [-2.842, -1.877, 1.904], [-3.271, -1.214, 0.145], [-1.345, 0.706, -2.557], [-2.352, 1.870, -2.797], [-2.398, 1.448, -4.295], [-2.955, 1.021, -1.637], [-3.808, 2.154, -3.272], [-1.133, 2.776, -3.146], [-2.471, 3.117, -1.869]], "mulliken_charge": [-0.38, -0.14, -0.43, 0.13, -0.13, 0.17, -0.17, -0.16, -0.20, -0.36, -0.85, 0.31, 0.31, 0.33, 0.37, 0.13, 0.31, 0.24, 0.31, 0.24, -0.33, 0.91, -0.33, -0.28, -0.33, -0.33, -0.33], "gap_ev": 8.082, "e_lumo_ev": 1.5884, "total_charge": -1}


{"formula": "CH6NS", "method": "wB97M-V/def2-TZVPD", "species": ["N", "H", "H", "H", "C", "S", "H", "H", "H"], "coordinates": [[-0.394, 2.616, -0.137], [0.335, 2.374, -0.803], [-0.033, 3.423, 0.370], [-0.391, 1.844, 0.534], [0.085, -2.164, -0.067], [0.359, -0.694, 0.996], [0.533, -2.025, -1.048], [-0.987, -2.298, -0.212], [0.494, -3.076, 0.368]], "mulliken_charge": [-0.71, 0.24, 0.18, 0.23, -0.73, -0.75, 0.18, 0.17, 0.20], "de_lowest_kcal_mol": 2.7, "gap_ev": 6.582, "e_lumo_ev": 4.4121, "total_charge": -1}


{"formula": "C5H7BrCl2NO2", "method": "wB97M-V/def2-TZVPD", "species": ["C", "C", "N", "C", "C", "Cl", "Cl", "Br", "C", "O", "O", "H", "H", "H", "H", "H", "H", "H"], "coordinates": [[0.966, 0.360, 0.576], [0.464, 0.692, -0.835], [-0.630, -0.007, -1.287], [-1.824, -0.004, -0.624], [-2.619, 1.179, -1.162], [-2.043, 2.782, -0.417], [-2.469, 1.265, -2.832], [-4.556, 1.009, -0.622], [-0.479, -1.136, -2.330], [-1.548, -1.640, -2.591], [0.639, -1.324, -2.787], [1.272, -0.703, 0.534], [1.773, 0.933, 1.053], [-0.038, 0.420, 1.105], [0.179, 1.870, -0.957], [1.214, 0.693, -1.644], [-2.443, -0.959, -0.797], [-1.735, 0.233, 0.493]], "mulliken_charge": [-1.05, -0.63, 0.41, -1.02, 0.44, -0.20, -0.09, -0.18, 0.54, -0.68, -0.74, 0.24, 0.38, 0.22, 0.18, 0.45, 0.51, 0.22], "de_lowest_kcal_mol": 0.0, "gap_ev": 7.479, "e_lumo_ev": 2.8372, "total_charge": -1, "smiles": "CCN(CC(Cl)(Cl)Br)C(=O)[O-]"}


What is the formula in the sixth record?
C7H9ClF6NP2S


What is the formula in the sixth record?
C7H9ClF6NP2S